i) {
  "formula": "C4H9N2",
  "method": "the ωB97M-V functional and the def2-TZVPD basis",
  "lumo_energy_ev": -3.446,
  "homo_energy_ev": -14.13,
  "charge": 1,
  "spin_multiplicity": 1,
  "symbols": ["C", "C", "N", "C", "N", "C", "H", "H", "H", "H", "H", "H", "H", "H", "H"],
  "xyz": [[-1.12, -0.99, 0.23], [-1.12, 0.56, 0.28], [0.15, 0.68, -0.57], [1.33, 0.68, 0.30], [1.32, -0.77, 0.30], [0.19, -0.88, -0.56], [-0.84, -1.49, 1.09], [-2.03, -1.38, -0.30], [-1.92, 1.04, -0.30], [-0.92, 1.01, 1.27], [0.10, 1.34, -1.41], [1.16, 1.22, 1.29], [2.14, 1.04, -0.30], [2.20, -1.33, 0.29], [0.04, -1.42, -1.57]],
  "mulliken_charge": [-0.57, -0.52, -0.08, -0.42, -0.35, 0.06, 0.33, 0.29, 0.38, 0.26, 0.41, 0.25, 0.36, 0.27, 0.34]
}

***

ii) {
  "formula": "C4H9N2",
  "method": "the ωB97M-V functional and the def2-TZVPD basis",
  "lumo_energy_ev": -4.178,
  "homo_energy_ev": -14.61,
  "charge": 1,
  "spin_multiplicity": 1,
  "symbols": ["C", "C", "C", "C", "N", "N", "H", "H", "H", "H", "H", "H", "H", "H", "H"],
  "xyz": [[2.41, 0.74, 1.56], [1.39, -0.34, 1.61], [1.10, -0.47, 0.27], [-2.07, 0.22, -1.27], [1.44, 0.79, 0.45], [-1.09, -0.90, -1.34], [2.20, 1.42, 2.37], [3.37, 0.49, 1.25], [0.84, -0.34, 2.55], [0.00, -0.69, -0.59], [-1.80, 0.90, -0.46], [-2.31, 0.81, -2.08], [-3.07, -0.09, -1.02], [-0.80, -0.89, -2.34], [-1.62, -1.66, -0.96]],
  "mulliken_charge": [-0.27, -0.12, 0.13, -0.87, -0.16, -0.41, 0.26, 0.31, 0.23, 0.24, 0.26, 0.36, 0.36, 0.34, 0.35]
}

***

What is the stability order? It is i), ii), from most stable to least stable.

***

i) {
  "formula": "C4H9N2",
  "method": "the ωB97M-V functional and the def2-TZVPD basis",
  "lumo_energy_ev": -3.749,
  "homo_energy_ev": -15.64,
  "charge": 1,
  "spin_multiplicity": 1,
  "symbols": ["C", "C", "C", "C", "N", "N", "H", "H", "H", "H", "H", "H", "H", "H", "H"],
  "xyz": [[0.92, -0.25, -0.16], [-1.00, -0.43, -0.49], [2.20, 0.14, 0.30], [-1.96, 0.38, 0.38], [0.03, -1.14, 0.22], [0.07, 0.45, -0.97], [-1.43, -1.10, -1.37], [2.96, -0.69, 0.32], [2.06, 0.67, 1.26], [2.51, 0.88, -0.43], [-2.81, -0.19, 0.70], [-2.18, 1.24, -0.07], [-1.30, 0.73, 1.19], [-0.20, -1.72, 0.97], [0.11, 1.05, -1.85]],
  "mulliken_charge": [0.44, 0.33, -0.95, -1.25, -0.18, -0.30, 0.35, 0.35, 0.29, 0.33, 0.34, 0.41, 0.33, 0.23, 0.28]
}

***

ii) {
  "formula": "C4H9N2",
  "method": "the ωB97M-V functional and the def2-TZVPD basis",
  "lumo_energy_ev": -5.312,
  "homo_energy_ev": -13.32,
  "charge": 1,
  "spin_multiplicity": 1,
  "symbols": ["C", "C", "N", "N", "C", "C", "H", "H", "H", "H", "H", "H", "H", "H", "H"],
  "xyz": [[1.29, 0.23, 0.98], [1.22, 0.54, -0.34], [1.99, 1.39, -1.10], [0.02, 0.04, -0.80], [-0.95, 0.00, 0.09], [-1.72, -1.18, 0.28], [0.47, -0.36, 1.36], [2.14, 0.79, 1.46], [2.74, 1.99, -0.66], [1.61, 1.81, -1.94], [0.13, -0.61, -1.68], [-1.03, 0.84, 0.69], [-2.36, -0.99, 1.20], [-1.00, -1.95, 0.53], [-2.47, -1.58, -0.39]],
  "mulliken_charge": [-0.87, 0.58, -0.47, -0.14, -0.36, -0.92, 0.41, 0.23, 0.24, 0.24, 0.38, 0.63, 0.31, 0.34, 0.40]
}

***

What is the stability order? It is i), ii), from most stable to least stable.

***

i) {
  "formula": "C9H13N4",
  "method": "the ωB97M-V functional and the def2-TZVPD basis",
  "lumo_energy_ev": -3.793,
  "homo_energy_ev": -12.25,
  "charge": 1,
  "spin_multiplicity": 1,
  "symbols": ["C", "C", "N", "N", "N", "N", "C", "C", "C", "C", "C", "C", "C", "H", "H", "H", "H", "H", "H", "H", "H", "H", "H", "H", "H", "H"],
  "xyz": [[3.36, 1.24, 0.12], [2.14, 0.34, 0.46], [2.45, -0.96, 0.82], [1.18, 0.37, -1.03], [0.10, -0.32, -0.59], [0.08, -1.71, -0.36], [-1.10, -2.08, 0.13], [-1.97, -0.94, 0.15], [-3.35, -0.70, 0.35], [-3.75, 0.52, 0.02], [-2.99, 1.64, -0.46], [-1.62, 1.40, -0.59], [-1.12, 0.14, -0.32], [3.59, 1.00, -0.85], [3.17, 2.31, 0.24], [4.23, 0.98, 0.75], [1.44, 0.89, 1.12], [2.24, -1.28, 1.80], [3.27, -1.22, 0.37], [1.78, -0.15, -1.64], [1.00, -2.13, -0.37], [-1.21, -3.10, 0.54], [-3.89, -1.49, 0.63], [-4.82, 0.53, 0.09], [-3.37, 2.57, -0.72], [-0.85, 2.16, -0.68]],
  "mulliken_charge": [-1.28, 0.16, -0.47, -1.10, 0.74, -0.17, -0.43, 0.56, -0.99, -0.30, -0.92, -0.10, 0.47, 0.41, 0.34, 0.37, 0.36, 0.23, 0.23, 0.34, 0.28, 0.44, 0.57, 0.33, 0.51, 0.41]
}

***

ii) {
  "formula": "C9H13N4",
  "method": "the ωB97M-V functional and the def2-TZVPD basis",
  "lumo_energy_ev": [-4.342, -4.144],
  "homo_energy_ev": [-10.92, -12.52],
  "charge": 1,
  "spin_multiplicity": 1,
  "symbols": ["C", "C", "C", "C", "C", "C", "C", "C", "C", "N", "N", "N", "N", "H", "H", "H", "H", "H", "H", "H", "H", "H", "H", "H", "H", "H"],
  "xyz": [[3.48, 0.26, -0.88], [2.85, 1.44, -0.52], [2.82, -0.95, -0.72], [1.57, 1.42, -0.02], [1.54, -0.99, -0.23], [0.87, 0.20, 0.12], [-2.41, -0.11, -1.49], [-1.70, -1.32, -0.71], [-0.44, 0.18, 0.66], [-2.20, 1.05, -1.23], [-1.33, -0.86, 0.58], [-0.89, 1.27, 1.55], [-2.38, -0.76, 1.54], [4.49, 0.28, -1.28], [3.36, 2.38, -0.64], [3.32, -1.88, -0.98], [1.08, 2.35, 0.22], [1.05, -1.94, -0.08], [-3.04, -0.53, -2.27], [-2.36, -2.18, -0.65], [-0.83, -1.55, -1.32], [-0.17, 1.58, 2.21], [-1.23, 2.06, 0.99], [-2.48, -1.66, 2.02], [-3.26, -0.53, 1.09], [-1.71, 0.80, 2.03]],
  "mulliken_charge": [-0.45, -0.76, -0.72, -0.44, -0.29, 0.78, -0.05, -0.78, -0.49, -0.42, 0.35, -0.02, -0.80, 0.41, 0.41, 0.41, 0.34, 0.52, 0.41, 0.46, 0.36, 0.39, 0.39, 0.25, 0.25, 0.47]
}

***

What is the stability order? It is i), ii), from most stable to least stable.